108
Properties=species:S:1:pos:R:3:lowdin_charge:R:1 method="wB97M-V/def2-TZVPD" total_charge=+2 max_force_ev_per_a=5.0 e_lumo_ev="-6.61 / -9.10" s_squared=8.78 e_tot_ha=-3147.6791 spin_multiplicity=6 molar_mass_da=667.789
Fe -2.63 -0.89 -1.66 1.00
C 0.75 1.13 -0.06 -0.01
C 0.35 -0.35 -0.22 -0.47
C 0.30 -1.12 1.07 -0.03
O -0.78 -0.54 -1.02 -0.15
H 0.03 1.86 0.30 0.06
H 0.95 1.48 -1.08 0.06
H 1.60 1.12 0.63 0.09
H 1.22 -0.78 -0.72 0.13
H -0.48 -0.75 1.74 0.07
H 1.25 -1.01 1.59 0.10
H 0.11 -2.18 0.88 0.07
C -3.11 4.55 -2.89 -0.10
C -2.03 4.28 -3.92 -0.21
C -2.07 2.82 -4.45 -0.16
C -2.28 1.78 -3.49 -0.12
N -2.46 0.94 -2.69 0.13
H -4.13 4.41 -3.24 0.09
H -2.94 5.56 -2.49 0.09
H -3.00 3.87 -2.05 0.05
H -1.05 4.41 -3.47 0.12
H -2.21 4.97 -4.75 0.12
H -1.16 2.66 -5.02 0.12
H -2.91 2.64 -5.13 0.14
C 2.28 -0.01 4.89 -0.11
C 3.12 1.06 4.16 -0.23
C 4.63 0.65 3.89 -0.18
C 5.44 0.14 5.05 -0.20
N 6.08 -0.15 6.00 0.13
H 2.58 0.05 5.94 0.08
H 2.58 -1.00 4.55 0.06
H 1.19 0.07 4.87 0.05
H 3.11 1.99 4.72 0.11
H 2.68 1.15 3.16 0.08
H 5.15 1.47 3.40 0.11
H 4.66 -0.11 3.12 0.10
C -1.68 2.65 4.08 -0.06
C -1.85 2.63 2.57 -0.30
C -1.61 3.91 1.87 -0.17
C -0.12 4.30 1.67 -0.18
N 0.97 4.55 1.52 0.16
H -0.69 2.35 4.42 0.07
H -2.29 1.83 4.47 0.06
H -1.98 3.64 4.43 0.09
H -2.93 2.55 2.37 0.10
H -1.46 1.75 2.07 0.08
H -2.05 4.76 2.39 0.13
H -1.93 3.81 0.83 0.10
C -3.27 -4.84 -4.49 -0.11
C -2.17 -4.65 -5.55 -0.21
C -1.02 -3.72 -5.05 -0.13
C -1.50 -2.69 -4.14 -0.11
N -1.87 -1.88 -3.40 0.14
H -3.71 -3.91 -4.13 0.05
H -2.95 -5.25 -3.53 0.08
H -4.11 -5.38 -4.93 0.09
H -2.64 -4.20 -6.42 0.12
H -1.84 -5.62 -5.92 0.12
H -0.46 -3.35 -5.91 0.14
H -0.39 -4.43 -4.51 0.13
C 4.58 4.58 -2.95 -0.10
C 3.63 4.86 -1.73 -0.21
C 3.02 3.57 -1.13 -0.20
C 4.02 2.64 -0.58 -0.26
N 4.85 1.97 -0.17 0.15
H 4.95 5.56 -3.24 0.07
H 4.06 4.26 -3.86 0.07
H 5.46 3.98 -2.74 0.07
H 2.91 5.56 -2.16 0.10
H 4.19 5.28 -0.89 0.11
H 2.65 3.07 -2.03 0.09
H 2.38 3.63 -0.25 0.06
C 1.71 -4.83 4.91 -0.09
C 1.03 -5.57 3.72 -0.21
C 0.17 -4.52 2.91 -0.19
C -0.86 -3.79 3.70 -0.22
N -1.62 -3.19 4.30 0.15
H 2.63 -5.27 5.28 0.08
H 1.04 -4.59 5.74 0.08
H 1.95 -3.79 4.68 0.06
H 0.48 -6.48 3.95 0.11
H 1.75 -5.97 3.00 0.10
H -0.46 -5.16 2.30 0.11
H 0.80 -3.92 2.26 0.10
C -6.24 -0.32 2.63 -0.08
C -4.85 -0.18 3.34 -0.24
C -3.65 -0.92 2.77 -0.15
C -3.46 -0.51 1.33 -0.09
N -3.39 -0.15 0.24 0.14
H -6.97 0.20 3.24 0.08
H -6.56 -1.36 2.67 0.08
H -6.31 0.16 1.65 0.07
H -4.93 -0.41 4.40 0.13
H -4.63 0.89 3.31 0.10
H -3.76 -2.00 2.85 0.12
H -2.88 -0.58 3.46 0.11
C 2.94 -3.33 -3.36 -0.09
C 2.23 -2.00 -3.13 -0.28
C 2.45 -0.93 -4.18 -0.16
C 1.65 0.29 -4.00 -0.18
N 0.96 1.19 -3.83 0.17
H 2.38 -3.91 -4.08 0.06
H 2.80 -3.95 -2.48 0.08
H 3.98 -3.16 -3.67 0.09
H 2.64 -1.70 -2.16 0.10
H 1.20 -2.30 -2.95 0.08
H 2.34 -1.27 -5.21 0.13
H 3.50 -0.65 -4.20 0.13

***

108
Properties=species:S:1:pos:R:3:lowdin_charge:R:1 method="wB97M-V/def2-TZVPD" total_charge=+1 max_force_ev_per_a=5.0 e_lumo_ev=-8.60 e_tot_ha=-2084.1944 spin_multiplicity=1 molar_mass_da=636.249
Mg 28.86 -21.75 2.69 0.83
C 33.44 -17.27 0.78 -0.06
C 32.00 -17.15 1.32 -0.46
C 31.42 -15.87 0.66 -0.03
O 31.14 -18.25 1.12 0.02
H 34.08 -16.45 1.11 0.09
H 33.49 -17.39 -0.31 0.09
H 33.91 -18.19 1.14 0.08
H 32.05 -17.05 2.41 0.17
H 31.41 -15.98 -0.42 0.09
H 31.90 -14.95 1.00 0.10
H 30.37 -15.68 0.90 0.08
C 36.83 -23.66 -3.71 -0.13
C 35.80 -23.87 -2.63 -0.25
C 34.55 -22.95 -2.79 -0.18
C 33.78 -23.22 -4.01 -0.25
N 33.19 -23.46 -4.94 0.15
H 36.56 -24.06 -4.69 0.08
H 37.74 -24.17 -3.40 0.07
H 37.11 -22.61 -3.81 0.08
H 36.28 -23.58 -1.69 0.10
H 35.57 -24.94 -2.61 0.11
H 34.78 -21.88 -2.79 0.11
H 33.88 -23.06 -1.94 0.10
C 41.08 -21.03 1.43 -0.11
C 42.44 -21.37 0.79 -0.24
C 43.43 -22.06 1.82 -0.18
C 43.98 -21.09 2.77 -0.24
N 44.44 -20.31 3.48 0.14
H 41.29 -20.30 2.21 0.07
H 40.61 -21.95 1.79 0.07
H 40.35 -20.56 0.77 0.07
H 43.00 -20.51 0.44 0.10
H 42.27 -22.10 0.00 0.10
H 44.26 -22.63 1.40 0.12
H 42.80 -22.77 2.35 0.11
C 38.26 -16.25 -3.86 -0.10
C 38.68 -15.21 -2.82 -0.27
C 37.90 -13.94 -2.82 -0.22
C 37.82 -13.29 -4.15 -0.22
N 37.81 -12.78 -5.21 0.14
H 39.02 -17.04 -3.84 0.07
H 38.19 -15.79 -4.85 0.07
H 37.32 -16.78 -3.72 0.07
H 39.73 -14.97 -3.01 0.12
H 38.54 -15.67 -1.84 0.11
H 38.32 -13.23 -2.11 0.12
H 36.86 -14.06 -2.53 0.12
C 37.81 -12.21 5.29 -0.11
C 38.48 -12.40 3.93 -0.24
C 39.76 -11.50 3.81 -0.20
C 39.47 -10.10 3.94 -0.25
N 39.25 -8.94 4.07 0.15
H 38.27 -12.70 6.14 0.07
H 36.78 -12.57 5.28 0.07
H 37.82 -11.15 5.55 0.07
H 37.78 -12.11 3.16 0.10
H 38.77 -13.44 3.79 0.10
H 40.34 -11.64 2.90 0.12
H 40.44 -11.70 4.63 0.12
C 23.45 -13.31 1.53 -0.11
C 24.22 -13.40 2.87 -0.24
C 24.65 -14.83 3.23 -0.21
C 25.44 -14.90 4.43 -0.25
N 26.13 -14.97 5.36 0.14
H 23.05 -12.32 1.33 0.07
H 22.59 -13.97 1.47 0.07
H 24.14 -13.47 0.70 0.07
H 23.58 -13.04 3.68 0.11
H 25.08 -12.74 2.78 0.11
H 25.19 -15.32 2.42 0.12
H 23.76 -15.43 3.47 0.12
C 29.34 -9.26 -0.97 -0.11
C 29.76 -9.47 -2.43 -0.26
C 31.11 -8.89 -2.88 -0.19
C 32.25 -9.10 -1.94 -0.22
N 33.12 -9.28 -1.21 0.13
H 29.96 -9.73 -0.21 0.07
H 28.33 -9.62 -0.82 0.07
H 29.34 -8.20 -0.70 0.08
H 28.99 -9.04 -3.07 0.11
H 29.77 -10.52 -2.70 0.10
H 31.02 -7.81 -2.99 0.11
H 31.27 -9.24 -3.90 0.11
C 35.11 -19.77 7.19 -0.09
C 34.29 -18.48 7.43 -0.26
C 32.88 -18.65 8.04 -0.18
C 32.01 -19.44 7.18 -0.24
N 31.37 -20.12 6.48 0.12
H 35.35 -20.21 8.16 0.08
H 36.01 -19.47 6.66 0.07
H 34.54 -20.43 6.53 0.06
H 34.24 -17.89 6.52 0.10
H 34.88 -17.82 8.06 0.10
H 32.45 -17.67 8.25 0.12
H 32.89 -19.24 8.96 0.12
C 25.06 -18.91 -2.60 -0.11
C 25.87 -17.80 -3.29 -0.26
C 27.13 -18.27 -4.05 -0.20
C 26.79 -19.09 -5.22 -0.22
N 26.53 -19.74 -6.18 0.14
H 25.52 -19.12 -1.64 0.06
H 24.91 -19.84 -3.16 0.07
H 24.06 -18.54 -2.37 0.07
H 26.19 -17.11 -2.51 0.10
H 25.25 -17.23 -3.99 0.11
H 27.77 -18.76 -3.30 0.11
H 27.64 -17.40 -4.45 0.11

***

Calculated relative energy (zero: lowest compared OMol25 entry of this formula, charge and spin), 48.0; 283.4 kcal per mole (same order as the records).